This record from the OMol25 dataset describes a molecular structure, C37H96AsF6HgO39S12 at a distorted geometry. The level of theory is the ωB97M-V functional and the def2-TZVPD basis.

Its net charge is -1. The calculation puts the energy at -331109.4029 eV. The gap between HOMO and LUMO is 3.7 eV. For the HOMO energy, the calculation gives -2.661 eV.

CARTESIAN COORDINATES (ANGSTROEM)
Hg -3.757 -2.773 0.327
As -0.530 -0.079 -0.399
F -1.922 -1.203 0.066
F -1.244 1.275 0.643
F 0.891 0.918 -0.926
F 0.092 -1.486 -1.261
F -1.658 0.475 -1.761
F 0.454 -0.644 1.013
C -5.568 -4.961 0.442
O -4.863 -4.527 1.368
O -5.553 -4.104 -0.422
O -6.017 -6.038 0.209
O 1.568 5.177 1.363
S 2.601 6.194 1.070
O 3.568 6.066 0.001
O 1.824 7.669 1.118
C 2.213 8.826 0.379
C 1.776 10.159 0.970
C 3.642 6.579 2.594
H 1.644 8.712 -0.543
H 3.226 8.723 -0.010
H 2.187 10.410 1.947
H 0.693 10.277 0.959
H 2.183 10.894 0.276
H 4.139 5.660 2.905
H 2.966 6.940 3.369
H 4.207 7.471 2.327
O -2.247 5.893 -0.237
S -1.986 4.758 -1.119
O -2.934 3.646 -1.185
O -1.750 5.286 -2.718
C -1.714 4.363 -3.774
C -3.000 4.285 -4.635
C -0.319 4.014 -0.850
H -1.319 3.360 -3.618
H -0.958 4.788 -4.434
H -3.215 5.143 -5.271
H -3.914 3.996 -4.116
H -2.841 3.458 -5.328
H -0.275 3.756 0.208
H 0.422 4.772 -1.102
H -0.130 3.186 -1.534
O 7.036 -0.421 1.594
S 7.077 -0.338 0.134
O 7.841 -1.309 -0.548
O 5.541 -0.528 -0.407
C 4.462 -0.365 0.445
C 3.806 0.961 0.444
C 7.598 1.351 -0.425
H 4.904 -0.453 1.437
H 3.785 -1.213 0.344
H 4.537 1.690 0.794
H 2.986 1.098 1.149
H 3.455 1.290 -0.534
H 8.428 1.042 -1.062
H 7.744 1.864 0.525
H 6.804 1.812 -1.013
O 3.455 4.474 -5.348
S 3.316 4.156 -3.925
O 2.019 4.341 -3.233
O 3.679 2.579 -3.555
C 4.604 1.954 -4.366
C 4.928 0.627 -3.629
C 4.707 5.106 -3.014
H 5.523 2.520 -4.522
H 4.189 1.710 -5.344
H 4.108 -0.087 -3.559
H 5.377 0.799 -2.651
H 5.698 0.183 -4.260
H 5.701 4.669 -3.113
H 4.498 5.213 -1.949
H 4.629 6.084 -3.490
O -5.076 -0.962 0.092
S -6.111 0.108 -0.251
O -6.853 0.254 -1.492
O -7.210 0.179 1.041
C -8.191 1.212 0.937
C -9.163 1.065 2.017
C -5.294 1.778 -0.002
H -8.698 1.108 -0.022
H -7.652 2.151 1.060
H -8.637 0.947 2.964
H -9.698 0.143 1.789
H -9.818 1.930 2.116
H -5.775 2.657 -0.431
H -4.220 1.657 -0.145
H -5.412 1.967 1.065
O -3.798 -2.302 -1.960
S -4.340 -2.702 -3.252
O -5.343 -3.750 -3.351
O -5.056 -1.352 -3.949
C -4.366 -0.146 -3.787
C -5.219 0.881 -4.559
C -3.053 -2.915 -4.525
H -3.428 -0.154 -4.342
H -4.314 0.193 -2.752
H -6.214 0.913 -4.115
H -5.460 0.596 -5.583
H -4.847 1.896 -4.421
H -2.457 -2.013 -4.390
H -3.604 -3.022 -5.460
H -2.457 -3.796 -4.287
O 1.029 1.259 -6.927
S 0.196 0.637 -5.919
O -1.222 0.804 -5.760
O 0.397 -1.033 -5.890
C 1.567 -1.574 -6.415
C 2.348 -2.078 -5.220
C 0.963 0.957 -4.283
H 2.216 -0.914 -6.990
H 1.275 -2.518 -6.876
H 3.300 -2.539 -5.481
H 1.724 -2.757 -4.639
H 2.558 -1.197 -4.614
H 0.499 0.348 -3.507
H 0.724 1.953 -3.911
H 2.007 0.664 -4.171
O -2.074 -4.162 -0.533
S -2.094 -5.407 -1.278
O -3.312 -5.765 -1.980
O -0.805 -5.473 -2.333
C 0.172 -4.464 -2.293
C 1.331 -5.034 -3.128
C -1.624 -6.753 -0.030
H 0.527 -4.389 -1.265
H -0.127 -3.470 -2.626
H 2.230 -4.419 -3.095
H 1.049 -5.122 -4.177
H 1.531 -6.046 -2.777
H -2.342 -6.835 0.786
H -0.704 -6.437 0.461
H -1.511 -7.709 -0.543
O 0.190 -4.095 1.586
S -0.783 -3.456 2.512
O -2.049 -3.033 1.895
O -1.085 -4.493 3.811
C -2.257 -5.101 3.945
C -2.096 -5.827 5.239
C -0.070 -2.004 3.460
H -2.401 -5.696 3.043
H -3.074 -4.379 3.962
H -1.963 -5.008 5.946
H -1.151 -6.366 5.302
H -2.815 -6.639 5.343
H 1.014 -2.081 3.382
H -0.431 -2.097 4.485
H -0.465 -1.126 2.949
O 0.954 2.631 5.757
S 1.660 2.925 4.501
O 2.411 4.172 4.233
O 2.764 1.723 4.373
C 3.983 1.986 3.685
C 5.093 2.122 4.718
C 0.683 2.435 2.996
H 3.930 2.782 2.943
H 4.342 1.083 3.189
H 4.727 2.987 5.272
H 6.009 2.500 4.261
H 5.259 1.214 5.297
H 1.027 1.450 2.680
H 0.838 3.114 2.157
H -0.343 2.526 3.352
O -6.510 -0.595 3.957
S -5.173 -1.203 3.959
O -4.548 -1.754 2.732
O -4.126 -0.213 4.709
C -3.924 1.106 4.162
C -2.657 1.210 3.382
C -5.278 -2.425 5.313
H -3.916 1.950 4.852
H -4.743 1.382 3.499
H -1.770 1.120 4.008
H -2.574 2.184 2.900
H -2.658 0.424 2.627
H -4.276 -2.803 5.513
H -5.979 -3.230 5.091
H -5.431 -1.911 6.262
O 4.982 -3.759 1.638
S 4.280 -4.959 2.086
O 3.872 -5.989 1.109
O 5.164 -5.731 3.343
C 4.557 -6.975 3.761
C 5.512 -7.853 4.644
C 2.845 -4.279 3.014
H 4.213 -7.637 2.966
H 3.679 -6.838 4.392
H 5.189 -8.877 4.831
H 5.923 -7.305 5.493
H 6.434 -8.078 4.108
H 3.298 -3.844 3.905
H 2.164 -5.106 3.213
H 2.470 -3.433 2.437

This record from the OMol25 dataset describes 2 unconnected molecules or ions with the total composition C3H4F3N at a distorted geometry. The level of theory is the ωB97M-V functional and the def2-TZVPD basis.

For the energy above the lowest of the compared OMol25 structures with the same formula, charge and spin, the calculation gives 563.96 kJ/mol. The calculation puts the energy at -12812.1486 eV. The gap between HOMO and LUMO is 9.7 eV. For the HOMO energy, the calculation gives -10.236 eV.

CARTESIAN COORDINATES (ANGSTROEM)
C 1.866 0.465 0.607
C 0.506 -0.049 -0.297
C -1.660 -0.140 -0.519
N -0.531 0.542 -0.441
F -2.090 -0.699 0.863
F -1.842 -1.412 -1.180
F -2.764 0.588 -0.914
H 2.223 1.520 0.380
H 0.977 -0.934 -0.704
H 2.872 -0.169 1.071
H 0.445 0.286 1.134

This record from the OMol25 dataset describes a molecular structure, C3H6N2O3 at a distorted geometry. The level of theory is the ωB97M-V functional and the def2-TZVPD basis.

For the energy above the lowest of the compared OMol25 structures with the same formula, charge and spin, the calculation gives 1061.24 kJ/mol. The calculation puts the energy at -12321.2290 eV. The gap between HOMO and LUMO is 9.1 eV. For the HOMO energy, the calculation gives -9.476 eV.

CARTESIAN COORDINATES (ANGSTROEM)
C 1.410 -0.361 0.109
C 0.248 -0.672 0.814
C -3.015 0.257 -0.454
H 0.906 2.543 0.546
H 2.045 1.032 -1.353
H 0.062 -1.586 1.197
H 0.053 0.200 1.512
H -3.942 0.426 -0.026
H -2.898 0.534 -1.322
N 1.981 0.916 0.054
N -2.119 -0.219 0.356
O 0.516 1.510 0.000
O 2.063 -1.218 -0.564
O -0.968 -0.714 -0.217

This record from the OMol25 dataset describes a single C2HClN2OS molecule at a distorted geometry. The level of theory is the ωB97M-V functional and the def2-TZVPD basis.

For the energy above the lowest of the compared OMol25 structures with the same formula, charge and spin, the calculation gives 122.56 kJ/mol. The calculation puts the energy at -30473.2341 eV. The gap between HOMO and LUMO is 8.5 eV. For the HOMO energy, the calculation gives -9.950 eV.

CARTESIAN COORDINATES (ANGSTROEM)
O 0.417 1.463 -1.382
C -0.192 0.700 -0.714
N -1.534 0.373 -0.561
N -1.810 -0.461 0.283
S -0.643 -1.169 1.212
C 0.631 -0.148 0.358
Cl 1.937 -1.135 -0.407
H 1.194 0.376 1.211

This record from the OMol25 dataset describes 18 unconnected molecules or ions with the total composition H37O18 at a distorted geometry. The level of theory is the ωB97M-V functional and the def2-TZVPD basis.

Its net charge is +1. For the energy above the lowest of the compared OMol25 structures with the same formula, charge and spin, the calculation gives 287.23 kJ/mol. The calculation puts the energy at -37450.4550 eV. The gap between HOMO and LUMO is 10.6 eV. For the HOMO energy, the calculation gives -13.049 eV.

CARTESIAN COORDINATES (ANGSTROEM)
O -0.465 -3.191 -0.775
H 1.856 -2.651 3.299
H 0.436 -3.268 -1.208
O 1.544 -2.311 -2.116
H -0.246 -3.364 0.204
O -0.158 -4.254 -3.778
H 0.137 -4.078 -4.678
H -1.107 -4.102 -3.764
O -1.286 -0.517 -3.986
H -0.939 -1.343 -4.344
H -0.904 0.090 -4.631
O -0.012 -3.563 1.774
H -0.354 -4.317 2.267
H -0.323 -2.801 2.301
O -3.226 2.459 0.298
H -3.945 2.977 0.669
H -3.571 1.911 -0.411
O 2.498 4.326 0.395
H 2.242 4.522 -0.530
H 3.058 3.589 0.089
O 3.245 1.172 -2.281
H 3.190 0.718 -1.426
H 3.981 1.786 -2.286
O -1.327 -0.946 -0.231
H -1.652 -0.801 0.680
H -0.811 -2.185 -0.654
O -1.503 3.711 -2.308
H -1.741 3.021 -1.687
H -1.720 3.509 -3.218
O -1.651 -0.116 5.363
H -0.837 0.039 5.851
H -2.020 -0.923 5.733
O 1.759 -0.199 -4.372
H 2.630 -0.257 -3.959
H 1.713 0.713 -4.661
O 1.150 -2.045 3.535
H -0.577 -0.357 -0.386
H 1.446 -1.139 3.438
O -2.242 2.018 2.907
H -2.485 2.100 3.843
H -2.895 1.349 2.665
O 2.600 -0.058 0.239
H 3.514 -0.377 0.291
H 2.567 0.461 1.056
O 0.150 0.951 2.025
H 0.087 1.769 1.493
H -0.166 1.266 2.883
O -1.553 -1.003 2.541
H -1.063 -0.246 2.131
H -2.243 -0.605 3.063
O -0.071 3.253 0.436
H 0.795 3.683 0.272
H -0.267 3.710 1.269
H 1.338 -1.388 -2.330
H 1.423 -2.701 -2.995